No. 1
184
Properties=species:S:1:pos:R:3 method="wB97M-V/def2-TZVPD" total_charge=+5 lumo_energy_ev=-12.04
As -0.816 0.359 1.132
F 0.852 1.097 1.059
F -0.114 -1.242 0.825
F -2.485 -0.176 1.216
F -1.407 2.034 1.169
F -0.830 0.447 -0.649
F -0.620 0.302 2.875
C 6.504 2.480 -1.141
C 5.105 1.817 -1.254
C 4.984 0.809 -2.381
C 5.691 -0.491 -1.977
C 5.019 -1.102 -0.798
C 4.908 -0.207 0.443
N 4.672 1.225 0.087
O 4.353 1.964 0.962
C 6.222 -0.344 1.229
C 3.700 -0.655 1.235
C 4.049 2.940 -1.551
H 6.544 3.151 -0.283
H 6.680 2.933 -2.113
H 7.254 1.723 -0.907
H 5.495 1.094 -3.301
H 3.954 0.636 -2.696
H 6.748 -0.450 -1.711
H 5.533 -1.156 -2.826
H 5.421 -2.043 -0.422
H 4.025 -1.379 -1.167
H 7.075 -0.553 0.575
H 6.256 -1.246 1.839
H 6.535 0.570 1.733
H 3.945 -0.268 2.227
H 3.561 -1.731 1.297
H 2.797 -0.159 0.884
H 3.917 3.566 -0.667
H 3.055 2.635 -1.880
H 4.356 3.668 -2.302
C -4.577 -0.481 -2.101
C -5.186 -1.838 -2.036
C -6.477 -1.705 -2.855
C -7.043 -3.014 -3.407
C -6.005 -3.764 -4.195
C -4.762 -4.099 -3.363
N -4.266 -2.858 -2.755
O -3.090 -2.677 -2.641
C -3.773 -4.735 -4.322
C -5.069 -5.099 -2.232
C -5.311 -2.373 -0.587
H -5.283 0.268 -1.740
H -4.268 -0.188 -3.103
H -3.771 -0.344 -1.375
H -6.298 -1.040 -3.702
H -7.280 -1.225 -2.294
H -7.992 -3.000 -3.944
H -7.426 -3.589 -2.555
H -5.747 -3.128 -5.048
H -6.433 -4.634 -4.694
H -3.660 -4.160 -5.246
H -4.173 -5.629 -4.803
H -2.788 -5.002 -3.940
H -5.382 -6.097 -2.532
H -5.861 -4.759 -1.569
H -4.110 -5.166 -1.715
H -4.490 -2.976 -0.195
H -6.207 -2.962 -0.400
H -5.300 -1.526 0.101
C 2.682 2.879 5.822
C 1.300 2.379 6.167
C 1.026 2.620 7.659
C 0.865 4.092 8.033
C -0.274 4.856 7.383
C -0.214 4.586 5.835
N 0.186 3.145 5.507
O 0.059 2.855 4.339
C 0.762 5.554 5.167
C -1.615 4.799 5.242
C 1.255 0.863 5.934
H 2.928 3.732 6.456
H 2.864 3.129 4.778
H 3.459 2.177 6.123
H 1.878 2.219 8.209
H 0.150 2.137 8.099
H 1.826 4.616 8.043
H 0.798 4.139 9.124
H -0.205 5.935 7.496
H -1.224 4.450 7.732
H 0.302 6.533 5.076
H 0.933 5.119 4.179
H 1.735 5.504 5.653
H -1.565 4.631 4.168
H -1.998 5.780 5.520
H -2.365 4.134 5.674
H 1.765 0.272 6.692
H 1.421 0.479 4.928
H 0.218 0.554 6.120
C -1.045 -2.558 6.479
C -0.564 -2.536 5.030
N -1.046 -3.725 4.115
C -0.393 -4.963 4.704
C -2.551 -3.927 4.218
C -3.369 -2.774 3.665
C -0.519 -3.447 2.712
C -0.816 -4.484 1.623
O -0.126 -5.684 1.816
C -0.439 -6.691 0.876
H -2.128 -2.448 6.559
H -0.542 -1.728 6.971
H -0.903 -3.518 6.974
H 0.520 -2.609 4.926
H -0.722 -1.589 4.510
H -0.924 -5.292 5.595
H 0.620 -4.764 5.049
H -0.386 -5.716 3.922
H -2.646 -4.089 5.290
H -2.830 -4.870 3.750
H -3.201 -1.759 4.030
H -4.451 -2.839 3.780
H -3.147 -2.779 2.596
H 0.536 -3.190 2.670
H -1.166 -2.606 2.472
H -0.699 -3.922 0.687
H -1.886 -4.687 1.467
H -0.631 -6.252 -0.109
H -1.346 -7.280 1.048
H 0.332 -7.449 0.759
C 0.685 8.112 -3.571
C 0.679 6.813 -2.776
N -0.078 6.894 -1.424
C 0.187 8.268 -0.848
C -1.603 6.765 -1.647
C -2.470 7.041 -0.437
C 0.458 5.867 -0.452
C 0.280 4.380 -0.740
O 0.788 4.040 -1.986
C 0.571 2.688 -2.406
H 1.273 8.871 -3.059
H -0.315 8.431 -3.855
H 1.305 7.949 -4.453
H 1.662 6.398 -2.564
H 0.192 5.994 -3.305
H -0.251 8.325 0.145
H -0.243 9.023 -1.504
H 1.217 8.620 -0.782
H -1.795 5.722 -1.895
H -1.777 7.432 -2.487
H -3.521 6.809 -0.619
H -2.546 8.073 -0.093
H -2.247 6.422 0.433
H 0.024 6.138 0.512
H 1.504 6.142 -0.302
H -0.770 4.200 -0.489
H 0.943 3.925 0.005
H 0.979 1.999 -1.662
H 1.198 2.671 -3.295
H -0.501 2.538 -2.529
C 1.907 -5.836 -5.616
C 1.172 -4.706 -4.923
N 1.242 -3.299 -5.662
C 2.544 -2.690 -5.198
C 1.321 -3.454 -7.170
C 0.145 -4.206 -7.809
C 0.012 -2.447 -5.257
C -0.066 -1.989 -3.771
O 0.063 -3.038 -2.871
C 0.746 -2.677 -1.678
H 1.801 -5.960 -6.692
H 1.651 -6.790 -5.153
H 2.999 -5.856 -5.554
H 1.402 -4.609 -3.864
H 0.095 -4.838 -4.818
H 2.897 -1.853 -5.796
H 3.279 -3.494 -5.168
H 2.445 -2.422 -4.147
H 2.297 -3.932 -7.228
H 1.375 -2.461 -7.615
H 0.372 -4.088 -8.874
H -0.842 -3.757 -7.737
H 0.235 -5.287 -7.741
H -0.819 -3.145 -5.347
H 0.025 -1.627 -5.971
H -0.961 -1.371 -3.638
H 0.692 -1.209 -3.623
H 0.569 -3.476 -0.954
H 0.339 -1.771 -1.235
H 1.841 -2.711 -1.663



No. 2
55
Properties=species:S:1:pos:R:3 method="wB97M-V/def2-TZVPD" de_lowest_ev=0.000 smiles="COC(=O)c1c(NC(=O)CN2C(=O)C(=O)N(CC(C)C)C2=O)sc2c1CCCCC2" lumo_energy_ev=-0.19
C 5.123 -0.552 -2.766
H 5.629 -1.285 -2.134
H 5.841 -0.010 -3.374
H 4.400 -1.074 -3.397
O 4.468 0.422 -1.968
C 3.518 -0.037 -1.147
O 3.245 -1.228 -1.089
C 2.830 0.982 -0.368
C 1.710 0.622 0.365
N 1.212 -0.653 0.473
C 0.066 -0.918 1.135
O -0.579 -0.063 1.705
C -0.361 -2.386 1.108
N -1.799 -2.434 0.993
C -2.668 -2.893 1.950
O -2.376 -3.469 2.960
C -4.060 -2.523 1.409
O -5.134 -2.756 1.890
N -3.814 -1.855 0.236
C -2.461 -1.764 -0.034
O -1.940 -1.234 -0.973
C -4.832 -1.319 -0.644
H -4.556 -0.291 -0.893
H -5.767 -1.324 -0.079
C -4.978 -2.146 -1.928
C -6.006 -1.479 -2.838
H -6.105 -2.038 -3.765
H -5.703 -0.464 -3.081
H -6.978 -1.444 -2.351
C -5.391 -3.579 -1.605
H -4.642 -4.077 -0.993
H -6.334 -3.589 -1.063
H -5.513 -4.151 -2.522
H -4.008 -2.156 -2.436
H 0.104 -2.914 0.272
H -0.099 -2.870 2.054
H 1.764 -1.341 -0.052
S 0.956 1.950 1.135
C 2.175 3.030 0.500
C 3.098 2.390 -0.269
C 4.287 3.049 -0.904
H 5.093 2.316 -0.947
C 4.781 4.276 -0.137
C 3.989 5.549 -0.433
C 2.474 5.354 -0.378
H 1.998 6.333 -0.305
H 2.124 4.887 -1.300
C 2.035 4.486 0.803
H 2.611 4.754 1.693
H 0.985 4.679 1.031
H 4.283 6.311 0.293
H 4.258 5.921 -1.424
H 4.751 4.055 0.930
H 5.826 4.457 -0.400
H 4.051 3.323 -1.936



No. 3
6
Properties=species:S:1:pos:R:3 method="wB97M-V/def2-TZVPD" de_lowest_ev=0.176 total_charge=-1 lumo_energy_ev=4.35
N -1.188 -0.378 0.841
H -0.778 0.139 1.587
H -0.637 -1.223 0.835
H -0.901 0.045 -0.024
S 2.303 0.411 -1.836
H 1.201 1.006 -1.403



No. 4
100
Properties=species:S:1:pos:R:3 method="wB97M-V/def2-TZVPD" de_lowest_ev=0.000 spin_multiplicity=2 lumo_energy_ev="-0.50 / -0.50"
Al 1.321 -1.072 -0.502
C 5.311 -2.135 -1.614
C 3.898 -1.647 -1.578
N 3.269 -1.318 -0.472
N 3.829 -1.351 0.738
C 2.896 -1.167 1.638
O 1.644 -1.051 1.304
C 3.278 -1.161 3.045
C 4.595 -0.902 3.425
C 4.942 -0.904 4.761
C 3.990 -1.176 5.733
C 2.683 -1.453 5.360
C 2.326 -1.439 4.026
C 3.087 -1.462 -2.722
C 3.461 -1.786 -4.040
C 2.632 -1.457 -5.078
C 1.421 -0.799 -4.797
C 1.083 -0.577 -3.483
N 1.863 -0.907 -2.462
H 5.659 -2.268 -0.592
H 5.951 -1.414 -2.121
H 5.388 -3.084 -2.145
H 5.320 -0.704 2.652
H 5.961 -0.691 5.050
H 4.268 -1.179 6.777
H 1.944 -1.683 6.115
H 1.315 -1.659 3.716
H 4.395 -2.294 -4.214
H 2.902 -1.685 -6.097
H 0.759 -0.501 -5.593
H 0.142 -0.113 -3.219
C -3.841 3.901 -1.742
C -2.827 2.870 -1.352
C -3.196 1.591 -1.000
C -2.256 0.625 -0.611
C -2.659 -0.685 -0.099
O -1.886 -1.624 0.046
C -4.091 -0.899 0.268
C -4.867 0.065 0.902
C -6.182 -0.204 1.234
C -6.729 -1.450 0.974
C -5.950 -2.432 0.387
C -4.643 -2.157 0.031
C -0.876 0.932 -0.729
O 0.052 0.047 -0.523
C -0.505 2.241 -1.119
C -1.468 3.190 -1.386
C 0.945 2.528 -1.307
N 1.817 2.595 -0.388
C 1.506 2.441 1.000
C 1.165 3.793 1.602
Te 0.918 3.655 3.752
C -0.770 2.341 3.633
C -2.023 2.839 3.311
C -3.124 2.000 3.294
C -2.978 0.656 3.595
C -1.725 0.155 3.905
C -0.626 0.996 3.927
C 1.421 2.734 -2.688
C 0.564 2.818 -3.782
C 1.070 3.028 -5.052
C 2.436 3.143 -5.252
C 3.299 3.032 -4.173
C 2.796 2.834 -2.904
H -4.852 3.540 -1.571
H -3.733 4.152 -2.797
H -3.695 4.815 -1.170
H -4.240 1.319 -1.051
H -4.428 1.016 1.154
H -6.788 0.562 1.694
H -7.755 -1.656 1.243
H -6.371 -3.411 0.203
H -4.029 -2.911 -0.438
H -1.162 4.191 -1.663
H 2.406 2.040 1.475
H 0.676 1.749 1.187
H 0.250 4.182 1.158
H 1.967 4.506 1.425
H -2.144 3.889 3.083
H -4.101 2.404 3.065
H -3.837 0.000 3.590
H -1.608 -0.893 4.140
H 0.350 0.606 4.178
H -0.505 2.726 -3.646
H 0.396 3.108 -5.894
H 2.828 3.313 -6.244
H 4.368 3.107 -4.321
H 3.444 2.751 -2.046
O 0.740 -2.733 -0.813
N -0.182 -3.533 -0.322
C -0.262 -3.751 1.003
C -1.233 -4.569 1.521
C -2.155 -5.180 0.674
C -2.068 -4.904 -0.689
C -1.077 -4.085 -1.163
H 0.457 -3.214 1.599
H -1.286 -4.728 2.585
H -2.914 -5.840 1.056
H -2.790 -5.315 -1.376
H -0.971 -3.819 -2.203